Record 1
Molecular formula: C6H6O2
Method: DFT, ωB97M-V/def2-TZVPD

**DFT total energy**: -10407.2721 eV
**Gap between HOMO and LUMO (alpha / beta)**: 6.405 / 6.407 eV
**Energy above the lowest of the compared OMol25 structures with the same formula, charge and spin**: 6.137 eV

Last column: Mulliken charge in e.
Geometry (Å):
C: -0.6832 1.1415 0.2715  -0.6944
C: 0.0948 -1.0034 -0.4130  1.2433
C: -0.3079 -0.1105 0.8040  0.2565
C: -0.0081 -0.4269 2.0684  -0.8241
O: -1.1358 -1.3560 -1.0802  -0.5565
C: 0.6646 0.3019 -1.2577  -0.6056
C: 1.2251 1.2737 -1.7413  -0.1410
O: 0.9397 -1.9107 -0.2047  -0.7510
H: -0.8991 -2.1157 -1.6285  0.3385
H: -1.4135 1.1744 -0.5264  0.3637
H: -0.4009 2.0861 0.7253  0.3470
H: 0.3576 -1.4274 2.2707  0.3000
H: -0.1457 0.2615 2.8940  0.3028
H: 1.7126 2.1115 -2.1821  0.4209

Record 2
Molecular formula: CH3N2O2P
Method: DFT, ωB97M-V/def2-TZVPD

**DFT total energy**: -17442.8938 eV
**SMILES string**: CP(N=O)N=O
**Gap between HOMO and LUMO (alpha / beta)**: 7.456 / 7.468 eV
**Energy above the lowest of the compared OMol25 structures with the same formula, charge and spin**: 7.862 eV

Last column: Mulliken charge in e.
Geometry (Å):
C: -1.3828 -0.0591 0.1502  -0.7892
N: 0.8574 1.2042 0.3745  0.1656
N: 1.1176 -1.3383 -0.6616  0.1232
O: 1.8133 1.9351 0.4894  -0.3829
O: 2.2568 -1.5610 -0.9810  -0.3440
P: 0.5553 -0.3757 0.5596  0.3140
H: -1.3131 0.9746 -0.0787  0.2931
H: -2.2301 -0.2569 0.8670  0.2909
H: -1.6745 -0.5227 -0.7194  0.3292

Record 3
Molecular formula: C3H9N2O2
Method: DFT, ωB97M-V/def2-TZVPD

**DFT total energy**: -10333.4251 eV
**Gap between HOMO and LUMO**: 8.129 eV
**Energy above the lowest of the compared OMol25 structures with the same formula, charge and spin**: 0.950 eV
**Net charge**: -1

Last column: Mulliken charge in e.
Geometry (Å):
O: -2.9173 0.1855 -0.7522  -0.6284
C: -2.7569 -0.5823 -1.7125  -0.0123
O: -1.7529 -0.7311 -2.4486  -0.7092
H: -3.5770 -1.3293 -1.8985  0.3484
C: 1.8543 -0.3259 1.6678  -0.8880
N: 1.2158 0.8601 1.1503  -0.4073
C: 0.1290 0.5514 0.2102  -0.4408
N: 0.6765 0.0969 -1.0359  -0.5758
H: 2.6633 -0.0605 2.3514  0.3179
H: 1.1666 -1.0245 2.1761  0.2752
H: 2.2970 -0.8721 0.8484  0.3374
H: 0.8378 1.4378 1.8875  0.2403
H: -0.5118 1.4299 0.1047  0.3227
H: -0.5125 -0.2359 0.6123  0.3086
H: 1.2154 0.8322 -1.4654  0.1809
H: -0.0273 -0.2321 -1.6957  0.3304

Record 4
Molecular formula: C5H7N2S
Method: DFT, ωB97M-V/def2-TZVPD

**DFT total energy**: -19104.6795 eV
**SMILES string**: C1=NC[N@@H+]2CSC=C12
**Gap between HOMO and LUMO**: 9.075 eV
**Energy above the lowest of the compared OMol25 structures with the same formula, charge and spin**: 2.401 eV
**Net charge**: +1

Last column: Mulliken charge in e.
Geometry (Å):
C: 1.6976 0.1528 1.0217  -0.2261
C: 0.7056 -1.6476 -0.5742  -0.1641
C: 0.7913 -0.5540 0.3626  0.0950
C: -1.1053 -0.4102 -1.0749  -0.3733
C: -0.4251 1.6065 0.5202  -0.4470
N: -0.3100 -1.6018 -1.3404  -0.4203
N: -0.5217 0.1593 0.2268  -0.0007
S: 1.2498 1.8376 1.3735  -0.0278
H: 2.6320 -0.3154 1.3601  0.3980
H: 1.3214 -2.6142 -0.4811  0.3633
H: -0.9232 0.1764 -1.8946  0.3646
H: -2.1884 -0.6347 -1.1932  0.3106
H: -0.5507 2.0247 -0.5215  0.3135
H: -1.2287 1.9849 1.1256  0.3998
H: -1.1447 -0.1644 1.0891  0.4145

Record 5
Molecular formula: C3H8BINO2
Method: DFT, ωB97M-V/def2-TZVPD

**DFT total energy**: -17602.6588 eV
**Gap between HOMO and LUMO**: 7.984 eV
**Energy above the lowest of the compared OMol25 structures with the same formula, charge and spin**: 0.000 eV
**Net charge**: -1

Last column: Mulliken charge in e.
Geometry (Å):
C: -1.2079 -0.7058 1.1872  -1.1456
C: -1.3875 -0.2641 -0.2543  -0.2388
I: -3.2830 0.8903 -0.3200  -0.1735
C: -0.2526 0.5367 -0.8377  -0.8268
B: 1.2032 -0.2618 -0.8740  0.4374
O: 2.3638 0.6881 -0.4487  -0.2699
N: 2.2861 1.0717 0.8098  0.1278
O: 3.3575 1.1581 1.3425  -0.4656
H: -0.1927 -1.0804 1.3072  0.3209
H: -1.9194 -1.4899 1.4534  0.3544
H: -1.3707 0.1212 1.8785  0.3401
H: -1.6290 -1.1122 -0.8919  0.4315
H: -0.5151 0.7800 -1.8715  0.2545
H: -0.1811 1.4954 -0.3150  0.3034
H: 1.2413 -1.2475 -0.1495  -0.2302
H: 1.4871 -0.5800 -2.0158  -0.2195

Record 6
Molecular formula: C16H13AsClNO9RuS2
Method: DFT, ωB97M-V/def2-TZVPD

**DFT total energy**: -134331.3742 eV
**Spin multiplicity**: 5
**Expectation value of S²**: 6.038
**Gap between HOMO and LUMO (alpha / beta)**: 8.001 / 4.903 eV
**Energy above the lowest of the compared OMol25 structures with the same formula, charge and spin**: 0.892 eV

Last column: Mulliken charge in e.
Geometry (Å):
Ru: -0.3849 0.1957 0.1387  1.2847
O: -1.0318 -2.7895 0.2992  -0.4657
As: -1.5930 -2.2575 -1.2790  1.0728
O: -1.3659 -3.4706 -2.3264  -0.7207
O: -0.5950 -0.8247 -1.4697  -0.7053
C: -3.4481 -1.7778 -1.1200  -0.2759
C: -4.2445 -2.5139 -1.9828  -0.4761
C: -5.6216 -2.3080 -2.0048  -0.5962
C: -6.2010 -1.3741 -1.1699  -0.5850
C: -5.4144 -0.6254 -0.3002  -0.5260
C: -4.0461 -0.8238 -0.2778  0.4535
S: -3.1005 0.2526 0.7532  1.6537
O: -3.9796 1.0752 1.5000  -0.6373
O: -2.2179 0.9809 -0.2558  -0.5146
O: -2.1253 -0.5681 1.5107  -0.5346
H: -0.7699 -3.7136 0.1783  0.3024
H: -3.7744 -3.2463 -2.6266  0.5363
H: -6.2364 -2.8861 -2.6818  0.3984
H: -7.2701 -1.2114 -1.1972  0.4003
H: -5.8483 0.1125 0.3596  0.5428
C: 0.6208 3.3413 5.7615  -1.4956
C: 1.6894 3.3391 4.6988  1.1625
C: 2.4998 4.4678 4.5694  -0.8885
C: 3.5394 4.5142 3.6644  0.1628
Cl: 4.5136 5.9575 3.5460  -0.2301
C: 3.8255 3.4250 2.8640  -0.8275
C: 3.0290 2.3000 2.9742  0.1833
C: 1.9639 2.2549 3.8618  0.3994
O: 1.2829 1.0477 3.8611  -0.5707
C: -0.1380 1.0290 3.7972  -0.6364
C: -0.6578 1.8744 2.6658  0.7930
O: -1.3726 2.8194 2.7996  -0.5123
O: -0.1695 1.5013 1.4596  -0.5147
H: 0.7757 4.1842 6.4330  0.4458
H: 0.6545 2.4283 6.3575  0.3327
H: -0.3757 3.4403 5.3296  0.3044
H: 2.3160 5.3234 5.2068  0.3645
H: 4.6473 3.4602 2.1625  0.4202
H: 3.2112 1.4293 2.3575  -0.0125
H: -0.6194 1.3565 4.7098  0.3157
H: -0.3838 -0.0152 3.6043  0.3290
S: 3.6347 -1.3742 1.7581  -0.2888
C: 2.3082 -0.8865 1.0992  0.5210
N: 1.2984 -0.5138 0.5808  -0.3646